DFT (wB97M-V/def2-TZVPD) results for a molecular structure, C12H29BeN4O6P at a distorted geometry.

The value obtained for the energy above the lowest of the compared OMol25 structures with the same formula, charge and spin is 0.0 kJ/mol. As for the HOMO energy (alpha / beta): -0.30616 / -0.31061 Eh. As for the largest force on an atom: 3.671 eV Å⁻¹. As for the charge: 0. As for the orbital gap (alpha / beta): 6.7 / 7.0 eV.

```
53
Properties=species:S:1:pos:R:3:lowdin_charge:R:1
P 0.91 -0.11 1.84 0.86
O 1.95 -0.29 -1.48 -0.03
O -2.06 -1.88 0.90 -0.06
O 1.31 2.11 -1.26 -0.02
O 1.42 0.65 -4.37 -0.13
O -0.21 -1.15 -3.59 -0.18
O -2.72 0.43 1.40 -0.03
N -1.17 -1.52 0.02 -0.07
N -1.74 0.98 0.66 -0.02
N 0.23 1.74 -0.53 -0.02
N 0.83 -0.76 -1.08 -0.08
C -2.28 3.14 1.84 0.00
C 0.20 4.10 0.24 0.00
C 1.48 -1.81 2.23 -0.27
C -0.34 2.72 0.18 -0.24
C 0.05 0.18 3.42 -0.27
C -1.10 -3.90 -0.62 0.00
C 2.47 0.79 2.20 -0.27
C -1.68 0.22 -2.05 0.01
C -1.49 2.28 0.90 -0.23
C 1.62 -2.89 -2.04 0.00
C 0.64 -2.10 -1.24 -0.24
C -0.56 -2.53 -0.65 -0.23
Be -0.68 0.17 -0.55 -0.08
H 2.85 0.50 3.19 0.04
H -2.95 3.80 1.28 0.10
H -0.89 -0.38 3.42 0.04
H 0.74 4.25 1.18 0.10
H -0.20 1.25 3.50 0.04
H -1.10 -0.42 -2.94 0.01
H -1.61 3.77 2.44 0.09
H -2.88 2.52 2.51 0.08
H -0.61 -1.69 -4.29 0.06
H -2.10 -3.91 -1.08 0.10
H -2.63 -0.30 -1.85 0.03
H -0.63 4.80 0.22 0.09
H 0.61 -2.48 2.19 0.04
H 2.27 1.87 2.16 0.03
H -0.44 -4.57 -1.19 0.08
H 1.74 1.21 -1.51 0.06
H 0.69 -0.13 4.26 0.04
H 1.73 -2.47 -3.05 0.10
H -1.82 1.27 -2.35 0.03
H 0.88 4.30 -0.59 0.09
H -1.18 -4.27 0.41 0.09
H 2.19 -2.12 1.47 0.04
H 1.12 1.43 -3.89 0.00
H 2.58 -2.87 -1.52 0.10
H -2.57 -0.60 1.25 0.04
H 1.29 -3.93 -2.12 0.08
H 0.72 -0.08 -4.14 -0.01
H 3.20 0.55 1.42 0.04
H 1.93 -1.84 3.23 0.05
```